[1]
This record from OMol25 describes the ion C3H3BrN3O with charge +1. The level of theory is ωB97M-V/def2-TZVPD.

Last column: Löwdin charge in e.
Atoms and positions in Å:
1 C 1.31 0.02 0.64  -0.106
2 C -1.06 1.26 -0.30  -0.333
3 C -1.56 0.16 -1.09  -0.544
4 N 0.95 1.14 0.43  0.163
5 N -0.13 1.91 0.30  0.167
6 N 1.96 -1.05 0.87  0.217
7 O -2.31 1.17 -0.58  0.149
8 Br -1.62 -1.50 -0.05  0.776
9 H -1.49 0.20 -2.23  0.161
10 H 1.84 -1.77 0.18  0.134
11 H 2.10 -1.54 1.83  0.217

The SMILES is [NH2+]=C=N/N=C1/O[C@@H]1Br. The LUMO energy comes out at -4.6 eV. Its charge is +1. The HOMO energy comes out at -14.800 eV.

[2]
This record from OMol25 describes a cluster of 8 separate species, C45H35O28P in total. The level of theory is ωB97M-V/def2-TZVPD.

Last column: Löwdin charge in e.
Atoms and positions in Å:
1 C -3.31 -0.45 3.23  -0.032
2 C -3.21 -1.61 2.57  -0.273
3 C -2.17 -2.60 3.09  -0.471
4 P -0.46 -1.93 2.80  0.859
5 H -3.49 -0.52 4.30  0.046
6 H -3.17 0.50 2.75  0.058
7 H -3.86 -1.89 1.75  0.086
8 H -2.29 -3.58 2.65  0.058
9 H -2.30 -2.61 4.17  0.062
10 H -0.61 -0.81 1.95  -0.086
11 H -0.10 -1.35 4.03  -0.092
12 C 1.41 -0.03 -2.34  0.087
13 C 2.55 0.57 -2.70  -0.238
14 C 3.77 0.55 -1.82  -0.316
15 O 4.78 1.10 -2.22  0.091
16 C 3.68 -0.11 -0.53  0.092
17 C 2.53 -0.71 -0.17  -0.212
18 C 1.32 -0.72 -1.06  -0.298
19 O 0.32 -1.28 -0.67  0.102
20 O 2.40 -1.32 1.00  0.052
21 O 2.68 1.21 -3.86  0.102
22 H 0.54 -0.02 -2.97  0.118
23 H 4.55 -0.09 0.10  0.141
24 H 1.48 -1.68 1.03  0.030
25 H 3.60 1.55 -3.89  0.127
26 C 7.36 4.21 0.70  0.055
27 C 7.67 5.48 0.45  -0.248
28 C 7.77 6.01 -0.95  -0.321
29 O 8.04 7.19 -1.10  0.102
30 C 7.52 5.09 -2.05  0.074
31 C 7.20 3.81 -1.80  -0.237
32 C 7.09 3.29 -0.39  -0.330
33 O 6.79 2.12 -0.23  0.106
34 O 6.96 2.95 -2.77  0.110
35 O 7.91 6.37 1.42  0.107
36 H 7.28 3.82 1.71  0.140
37 H 7.61 5.48 -3.05  0.135
38 H 6.73 2.10 -2.34  0.095
39 H 8.11 7.21 0.96  0.118
40 C -2.10 2.71 -7.29  0.077
41 C -0.95 3.30 -7.66  -0.240
42 C 0.26 3.29 -6.78  -0.309
43 O 1.27 3.83 -7.18  0.114
44 C 0.16 2.62 -5.49  0.078
45 C -0.98 2.03 -5.12  -0.230
46 C -2.19 2.02 -6.01  -0.315
47 O -3.18 1.45 -5.62  0.113
48 O -1.11 1.41 -3.95  0.098
49 O -0.82 3.94 -8.81  0.116
50 H -2.98 2.71 -7.92  0.136
51 H 1.04 2.62 -4.85  0.115
52 H -2.03 1.07 -3.93  0.125
53 H 0.10 4.28 -8.83  0.122
54 C 1.71 5.35 -1.66  0.084
55 C 2.72 4.65 -1.12  -0.220
56 C 3.62 5.23 -0.08  -0.292
57 O 4.50 4.51 0.37  0.116
58 C 3.41 6.60 0.33  0.083
59 C 2.41 7.31 -0.20  -0.237
60 C 1.48 6.72 -1.23  -0.311
61 O 0.58 7.42 -1.66  0.115
62 O 2.17 8.57 0.13  0.121
63 O 2.98 3.39 -1.47  0.110
64 H 1.05 4.94 -2.41  0.134
65 H 4.08 7.02 1.07  0.138
66 H 1.39 8.85 -0.40  0.123
67 H 3.76 3.12 -0.94  0.110
68 C -5.12 -3.16 4.95  0.083
69 C -5.87 -4.24 4.69  -0.223
70 C -6.82 -4.81 5.70  -0.310
71 O -7.48 -5.78 5.39  0.118
72 C -6.89 -4.17 7.01  0.079
73 C -6.13 -3.10 7.28  -0.238
74 C -5.20 -2.52 6.25  -0.301
75 O -4.56 -1.53 6.55  0.105
76 O -6.15 -2.48 8.45  0.117
77 O -5.83 -4.87 3.52  0.103
78 H -4.44 -2.74 4.23  0.085
79 H -7.56 -4.60 7.74  0.137
80 H -5.52 -1.74 8.38  0.121
81 H -6.47 -5.60 3.58  0.128
82 C 2.84 -6.39 0.60  0.075
83 C 3.75 -7.24 1.10  -0.243
84 C 4.71 -6.83 2.17  -0.320
85 O 5.50 -7.67 2.59  0.105
86 C 4.67 -5.46 2.65  0.073
87 C 3.76 -4.60 2.15  -0.231
88 C 2.78 -5.02 1.10  -0.305
89 O 1.97 -4.21 0.69  0.097
90 O 3.69 -3.34 2.56  0.111
91 O 3.85 -8.50 0.69  0.113
92 H 2.14 -6.68 -0.17  0.135
93 H 5.38 -5.17 3.41  0.135
94 H 2.96 -2.92 2.06  0.079
95 H 4.58 -8.89 1.21  0.120
96 C -6.26 -2.64 -1.46  0.077
97 C -6.48 -3.16 -0.25  -0.238
98 C -7.79 -2.99 0.46  -0.312
99 O -7.91 -3.51 1.55  0.109
100 C -8.84 -2.22 -0.20  0.077
101 C -8.62 -1.70 -1.41  -0.240
102 C -7.32 -1.89 -2.13  -0.315
103 O -7.20 -1.40 -3.24  0.113
104 O -9.54 -0.99 -2.06  0.117
105 O -5.56 -3.85 0.42  0.103
106 H -5.32 -2.76 -1.98  0.136
107 H -9.77 -2.10 0.33  0.136
108 H -9.13 -0.74 -2.91  0.122
109 H -5.97 -4.11 1.27  0.092

The SMILES is O=C1C=C(O)C(=O)C=C1O.O=C1C=C(O)C(=O)C=C1O.O=C1C=C(O)C(=O)C=C1O.O=C1C=C(O)C(=O)C=C1O.O=C1C=C(O)C(=O)C=C1O.O=C1C=C(O)C(=O)C=C1O.O=C1C=C(O)C(=O)C=C1O.C=CCP. The LUMO energy comes out at -1.7 eV. The HOMO energy comes out at -8.203 eV.

[3]
This record from OMol25 describes a structure of composition C47H50Br2N9O2RbSSi. The level of theory is ωB97M-V/def2-TZVPD.

Last column: Löwdin charge in e.
Atoms and positions in Å:
1 Rb 0.57 -1.39 1.12  0.768
2 C -3.54 -7.15 3.06  -0.081
3 C -3.48 -5.74 2.52  -0.299
4 C -4.06 -5.38 1.28  -0.058
5 C -3.90 -4.08 0.79  -0.034
6 C -3.16 -3.07 1.44  -0.274
7 N -2.90 -1.90 0.84  0.076
8 C -3.81 -1.20 0.14  -0.279
9 C -5.15 -1.08 0.59  -0.044
10 C -6.16 -0.40 -0.08  -0.065
11 C -5.85 0.23 -1.31  -0.300
12 C -6.87 1.08 -2.08  -0.079
13 C -4.56 0.04 -1.82  -0.034
14 C -3.51 -0.57 -1.11  -0.113
15 N -2.23 -0.70 -1.78  -0.082
16 C -2.07 -1.05 -3.13  -0.072
17 C -0.72 -1.06 -3.40  -0.083
18 C -0.10 -0.68 -2.17  -0.152
19 N -1.01 -0.54 -1.17  0.018
20 C -2.65 -3.42 2.74  -0.125
21 C -2.79 -4.73 3.19  -0.007
22 N -2.05 -2.44 3.63  -0.092
23 C -2.67 -1.84 4.73  -0.057
24 C -1.73 -1.04 5.36  -0.084
25 C -0.56 -1.17 4.57  -0.166
26 N -0.76 -1.98 3.51  -0.018
27 H -4.13 -7.81 2.41  0.068
28 H -3.98 -7.20 4.06  0.062
29 H -2.53 -7.55 3.17  0.070
30 H -4.69 -6.09 0.72  0.103
31 H -4.33 -3.76 -0.17  0.114
32 H -5.34 -1.61 1.52  0.110
33 H -7.16 -0.35 0.36  0.096
34 H -7.87 1.08 -1.62  0.067
35 H -6.95 0.75 -3.11  0.066
36 H -6.51 2.12 -2.12  0.048
37 H -4.34 0.41 -2.83  0.103
38 H -2.90 -1.26 -3.79  0.110
39 H -0.28 -1.30 -4.36  0.092
40 H 0.98 -0.55 -1.99  0.102
41 H -2.34 -4.99 4.15  0.117
42 H -3.70 -2.05 5.00  0.108
43 H -1.91 -0.42 6.24  0.085
44 H 0.41 -0.69 4.72  0.083
45 Br 5.70 1.67 6.54  0.705
46 C 4.40 1.07 5.31  -0.682
47 C 4.69 -0.13 4.59  -0.078
48 C 3.67 -0.58 3.77  -0.117
49 N 2.55 0.09 3.54  0.119
50 C 2.30 1.26 4.15  -0.221
51 C 3.25 1.77 5.08  -0.068
52 C 1.04 1.95 3.86  -0.218
53 C 0.56 2.99 4.69  -0.070
54 C -0.61 3.62 4.37  -0.691
55 Br -1.25 5.05 5.41  0.717
56 C -1.34 3.25 3.21  -0.090
57 C -0.77 2.23 2.45  -0.136
58 N 0.33 1.58 2.80  0.122
59 H 5.65 -0.67 4.65  0.113
60 H 3.74 -1.50 3.17  0.129
61 H 3.00 2.70 5.59  0.091
62 H 1.13 3.22 5.60  0.096
63 H -2.31 3.72 2.95  0.105
64 H -1.19 1.91 1.48  0.092
65 C -0.82 4.60 -4.33  -0.076
66 N -0.84 3.33 -3.61  -0.260
67 C 0.37 2.57 -3.85  -0.096
68 C -1.35 3.36 -2.32  -0.766
69 S -0.33 3.45 -0.97  0.668
70 N -2.70 3.39 -2.25  -0.185
71 C -3.40 3.55 -0.99  -0.071
72 C -3.61 3.35 -3.39  -0.061
73 H 0.00 5.23 -3.95  0.091
74 H -1.75 5.17 -4.22  0.075
75 H -0.65 4.40 -5.38  0.078
76 H 0.59 2.60 -4.90  0.076
77 H 0.22 1.53 -3.52  0.069
78 H 1.22 2.99 -3.26  0.072
79 H -2.70 3.91 -0.22  0.033
80 H -3.85 2.62 -0.67  0.085
81 H -4.19 4.32 -1.14  0.090
82 H -3.19 2.82 -4.24  0.091
83 H -3.90 4.37 -3.68  0.086
84 H -4.52 2.86 -3.04  0.058
85 O 4.06 -3.80 0.67  -0.101
86 C 3.54 -2.76 0.18  -0.705
87 O 2.41 -2.72 -0.44  -0.239
88 C 4.31 -1.48 0.36  -0.175
89 C 3.70 -0.16 -0.05  -0.328
90 C 4.31 0.99 0.71  -0.118
91 C 5.57 0.89 1.19  -0.201
92 C 6.26 -0.34 1.19  -0.194
93 C 5.60 -1.51 0.83  -0.112
94 H 2.59 -0.15 -0.09  0.071
95 H 3.77 1.95 0.72  0.087
96 H 6.03 1.79 1.62  0.088
97 H 7.27 -0.36 1.63  0.052
98 H 6.12 -2.48 0.96  0.110
99 C 6.89 0.45 -4.04  -0.189
100 Si 5.13 -0.18 -4.23  0.437
101 C 5.10 -1.99 -4.79  -0.190
102 C 4.22 0.87 -5.51  -0.210
103 C 4.26 -0.04 -2.64  -0.054
104 C 4.03 -0.05 -1.45  -0.052
105 H 7.48 0.38 -4.95  0.011
106 H 7.39 -0.08 -3.26  0.021
107 H 6.88 1.50 -3.77  0.022
108 H 5.61 -2.21 -5.73  0.013
109 H 4.06 -2.31 -4.90  0.023
110 H 5.51 -2.61 -3.99  0.035
111 H 4.75 0.89 -6.47  0.013
112 H 4.15 1.91 -5.20  0.021
113 H 3.21 0.49 -5.68  0.018

The LUMO energy (alpha / beta) comes out at 3.3 / 3.3 eV. Its charge is -2. The HOMO energy (alpha / beta) comes out at 0.206 / 0.204 eV.